Record 1
ORCA calculation (ωB97M-V with the def2-TZVPD basis set) on a cluster of 5 separate species, C24H39FN3O6 in total at a distorted geometry.

```
73
Properties=species:S:1:pos:R:3:mulliken_charge:R:1
C -6.591 4.195 -0.786 0.105
C -5.825 3.431 -1.297 -0.658
C -4.856 2.540 -1.886 -0.269
C -3.503 3.007 -1.464 0.102
N -3.169 4.271 -1.321 0.091
C -1.850 4.375 -0.898 -0.673
C -1.404 3.127 -0.798 0.200
C -0.058 2.625 -0.352 0.305
O 0.940 3.034 -0.844 -0.374
N -0.058 1.602 0.688 -0.201
C -1.092 1.810 1.600 0.734
O -1.271 2.772 2.260 -0.446
F -1.926 0.772 1.640 -0.234
N -2.440 2.269 -1.149 0.037
H -7.020 5.011 -0.270 0.438
H -5.000 1.547 -1.470 0.337
H -4.944 2.531 -2.967 0.273
H -3.791 5.056 -1.457 0.213
H -1.304 5.267 -0.677 0.474
H -0.270 0.718 0.214 0.252
H -2.426 1.262 -1.159 0.284
C 3.498 -1.716 1.228 -0.370
C 2.743 -2.792 1.999 -0.113
C 1.295 -2.432 1.705 -0.374
O 1.279 -1.838 0.398 -0.414
C 2.629 -1.555 -0.009 -0.436
H 4.523 -1.986 0.995 0.210
H 3.515 -0.785 1.800 0.258
H 2.974 -3.778 1.593 -0.173
H 2.966 -2.804 3.065 0.397
H 0.915 -1.695 2.422 0.249
H 0.632 -3.298 1.714 0.210
H 2.908 -2.273 -0.787 0.271
H 2.675 -0.549 -0.433 0.279
C 1.712 -7.562 -0.210 -0.591
C 0.669 -7.200 0.843 -0.541
C 1.546 -6.744 2.001 -0.348
O 2.724 -6.177 1.418 -0.397
C 2.770 -6.495 0.024 -0.307
H 1.327 -7.559 -1.229 0.346
H 2.123 -8.552 -0.004 0.256
H 0.052 -6.371 0.488 0.237
H 0.010 -8.023 1.112 0.357
H 1.844 -7.588 2.631 0.281
H 1.061 -5.996 2.631 0.237
H 2.549 -5.585 -0.547 0.171
H 3.775 -6.829 -0.234 0.312
C 8.472 -2.044 3.574 -0.598
C 7.716 -3.126 4.339 -0.575
C 6.269 -2.767 4.034 -0.398
O 6.265 -2.172 2.732 -0.263
C 7.609 -1.885 2.331 -0.496
H 9.502 -2.309 3.341 0.335
H 8.480 -1.116 4.148 0.264
H 7.954 -4.110 3.928 0.278
H 7.931 -3.142 5.406 0.347
H 5.883 -2.033 4.750 0.270
H 5.608 -3.634 4.035 0.240
H 7.898 -2.600 1.553 0.307
H 7.652 -0.880 1.910 0.292
C -6.826 7.093 -5.437 -0.589
C -7.949 7.627 -4.553 -0.537
C -8.200 6.448 -3.625 -0.484
O -6.940 5.774 -3.473 -0.285
C -6.015 6.275 -4.444 -0.427
H -6.240 7.872 -5.921 0.340
H -7.236 6.444 -6.213 0.272
H -7.598 8.489 -3.982 0.269
H -8.838 7.924 -5.106 0.336
H -8.916 5.744 -4.059 0.297
H -8.566 6.751 -2.644 0.261
H -5.275 6.900 -3.929 0.278
H -5.496 5.436 -4.913 0.267
```

Output
E_LUMO   -3.4 eV
Kohn-Sham gap   7.43 eV
Total charge   +1
Calculated total energy   -44983.69183 eV

=====

Record 2
ORCA calculation (ωB97M-V with the def2-TZVPD basis set) on a structure of composition C24H39N12OSW.

```
78
Properties=species:S:1:pos:R:3:lowdin_spin:R:1
W -0.331 -0.183 0.071 1.535
N -4.472 -1.358 1.457 0.018
C -3.362 -0.799 0.955 0.026
S -1.978 -1.840 0.624 0.046
N -3.290 0.473 0.709 0.000
N -2.014 0.832 0.331 0.028
C -2.011 1.833 -0.694 0.005
C 0.434 2.399 -0.527 0.021
C 0.814 3.702 -0.729 -0.002
C 1.892 4.168 0.021 0.017
C 2.524 3.319 0.917 -0.002
C 2.074 2.015 1.050 0.016
N 1.043 1.570 0.328 0.020
H -4.569 -2.355 1.516 0.000
H -5.285 -0.786 1.618 0.001
H -2.690 1.535 -1.498 0.000
H 0.307 4.333 -1.449 0.000
H 2.237 5.187 -0.099 0.001
H 3.363 3.659 1.508 0.000
H 2.534 1.314 1.734 0.001
C -3.085 3.973 -2.590 0.000
N -2.934 4.094 -1.147 0.000
C -3.269 5.367 -0.485 0.000
C -3.090 5.022 0.996 0.000
N -2.403 3.715 0.950 0.000
C -2.055 3.049 2.207 0.002
C -2.435 3.236 -0.276 0.002
N -0.617 1.665 -1.195 0.002
C -0.356 1.385 -2.627 0.006
C 0.879 0.496 -2.664 0.009
N 0.638 -0.634 -1.745 0.088
C 1.236 -1.805 -2.095 0.018
N 2.523 -1.908 -2.427 0.002
C 3.544 -0.917 -2.122 0.000
C 2.888 -3.308 -2.679 0.001
C 1.527 -4.010 -2.682 0.001
N 0.616 -2.986 -2.147 0.016
C -0.814 -3.186 -2.336 0.001
H -4.115 4.201 -2.862 0.000
H -2.854 2.969 -2.930 0.000
H -2.428 4.683 -3.093 0.000
H -4.285 5.662 -0.737 0.000
H -2.585 6.146 -0.828 0.000
H -4.040 4.903 1.519 0.000
H -2.482 5.745 1.534 0.000
H -1.977 3.823 2.966 0.000
H -1.099 2.542 2.123 0.003
H -2.826 2.334 2.489 0.000
H -0.213 2.301 -3.202 0.000
H -1.221 0.844 -3.012 0.000
H 1.761 1.084 -2.388 0.002
H 1.037 0.144 -3.685 -0.001
H 3.225 -0.303 -1.280 0.000
H 3.758 -0.283 -2.982 0.000
H 4.461 -1.436 -1.849 0.000
H 3.535 -3.656 -1.872 0.000
H 3.423 -3.413 -3.621 0.000
H 1.507 -4.913 -2.075 0.001
H 1.205 -4.273 -3.691 0.000
H -1.346 -2.262 -2.139 0.001
H -1.176 -3.957 -1.659 0.000
H -1.000 -3.505 -3.364 0.000
N 0.928 -1.433 1.178 0.032
C 1.397 -2.277 1.838 0.058
N 1.911 -3.194 2.565 0.012
C 2.720 -2.887 3.778 0.004
C 2.178 -3.710 4.936 0.001
O 2.146 -5.075 4.589 0.000
C 1.237 -5.325 3.542 0.000
C 1.705 -4.638 2.268 0.005
H 2.660 -1.818 3.978 0.000
H 3.752 -3.164 3.562 0.000
H 1.176 -3.360 5.215 0.000
H 2.837 -3.607 5.796 0.000
H 0.232 -4.980 3.812 0.000
H 1.208 -6.402 3.386 0.000
H 0.973 -4.730 1.467 0.000
H 2.663 -5.049 1.946 0.001
```

Output
E_LUMO (alpha / beta)   -8.0 / -8.6 eV
Relative energy (zero: lowest compared OMol25 entry of this formula, charge and spin)   1.551 eV
Kohn-Sham gap (alpha / beta)   7.25 / 7.14 eV
Total charge   +3
Spin multiplicity   3
Calculated total energy   -58087.18556 eV
<S²>   2.017

=====

Record 3
ORCA calculation (ωB97M-V with the def2-TZVPD basis set) on an isolated molecule of C24H39N5O6 at a distorted geometry.

```
74
Properties=species:S:1:pos:R:3:nbo_charge:R:1
C -5.334 -0.731 1.751 -0.609
C -5.023 0.763 1.720 -0.209
C -5.107 1.339 3.133 -0.598
C -3.633 1.055 1.145 -0.414
C -3.495 0.742 -0.352 -0.132
N -3.401 -0.670 -0.626 -0.607
C -2.368 -1.430 -0.202 0.660
O -1.544 -1.087 0.628 -0.650
C -2.382 -2.770 -0.819 0.037
N -3.440 -3.196 -1.572 -0.477
C -3.177 -4.426 -1.904 0.182
N -1.984 -4.833 -1.411 -0.489
C -1.445 -3.781 -0.726 0.043
C -0.179 -3.953 0.032 0.652
O -0.083 -4.876 0.827 -0.625
N 0.832 -3.105 -0.233 -0.411
C 0.873 -2.093 -1.263 -0.218
C 1.189 -0.724 -0.652 -0.241
N 2.384 -0.804 0.157 -0.455
C 3.516 -0.171 -0.229 0.905
O 3.562 0.584 -1.175 -0.677
O 4.547 -0.472 0.586 -0.546
C 5.832 0.164 0.402 0.276
C 6.695 -0.417 1.523 -0.614
C 6.416 -0.199 -0.964 -0.645
C 5.704 1.679 0.558 -0.645
C 2.297 -1.800 1.199 -0.224
C 2.039 -3.170 0.564 -0.235
C -2.255 1.433 -0.960 0.819
O -1.482 0.854 -1.678 -0.615
O -2.216 2.706 -0.617 -0.527
C -1.139 3.586 -1.052 0.270
C 0.196 3.083 -0.511 -0.639
C -1.120 3.681 -2.576 -0.644
C -1.500 4.936 -0.431 -0.615
H -5.404 -1.143 0.749 0.213
H -4.552 -1.266 2.285 0.207
H -6.279 -0.907 2.260 0.204
H -5.773 1.266 1.097 0.185
H -4.367 0.866 3.775 0.204
H -6.092 1.164 3.559 0.206
H -4.922 2.411 3.127 0.204
H -2.881 0.479 1.685 0.238
H -3.415 2.116 1.278 0.224
H -4.369 1.137 -0.883 0.226
H -3.958 -1.076 -1.364 0.428
H -3.814 -5.049 -2.499 0.203
H -1.563 -5.746 -1.479 0.434
H 1.664 -2.362 -1.976 0.191
H -0.080 -2.040 -1.787 0.231
H 0.350 -0.417 -0.023 0.240
H 1.352 0.007 -1.443 0.245
H 6.753 -1.498 1.428 0.213
H 6.259 -0.179 2.490 0.214
H 7.697 -0.002 1.474 0.213
H 6.475 -1.281 -1.069 0.208
H 5.787 0.199 -1.755 0.244
H 7.414 0.219 -1.059 0.211
H 5.083 2.084 -0.236 0.243
H 6.688 2.137 0.509 0.211
H 5.249 1.918 1.517 0.210
H 1.454 -1.544 1.849 0.207
H 3.221 -1.811 1.775 0.237
H 2.884 -3.444 -0.079 0.191
H 1.898 -3.937 1.327 0.250
H 0.973 3.815 -0.713 0.218
H 0.472 2.145 -0.982 0.238
H 0.129 2.926 0.564 0.214
H -0.367 4.401 -2.884 0.216
H -2.091 4.005 -2.945 0.210
H -0.881 2.715 -3.011 0.240
H -2.477 5.259 -0.780 0.214
H -0.761 5.681 -0.708 0.215
H -1.529 4.852 0.652 0.216
```

Output
E_LUMO   0.7 eV
Relative energy (zero: lowest compared OMol25 entry of this formula, charge and spin)   0.706 eV
Kohn-Sham gap   9.32 eV
Calculated total energy   -45259.90239 eV